Arrangement i

# C4H5N2O2

A 2-piece molecular cluster, C4H5N2O2 overall (the ωB97M-V functional and the def2-TZVPD basis, OMol25).

Atoms and positions in Å:
C -0.1542 -1.1714 0.1549
C -1.4448 -0.8849 -0.0706
C 0.5339 0.1202 0.3284
C -1.6404 0.5683 -0.0927
N -0.3376 1.1270 0.2849
N 2.9750 0.0365 0.0195
O 3.2784 -1.0650 0.0639
O 3.2818 1.1305 -0.0664
H 0.2228 -2.1533 -0.0298
H -2.1931 -1.6709 -0.1712
H -1.7586 1.0405 -1.1213
H -2.6395 0.7684 0.3767
H -0.1238 2.1540 0.3237

The orbital gap (alpha / beta) is 7.967 / 7.968 eV. As for the charge: +1.


Arrangement ii

# C4H5N2O2

An isolated ion of composition C4H5N2O2 and charge +1 (the ωB97M-V functional and the def2-TZVPD basis, OMol25).

Atoms and positions in Å:
C -1.5172 -0.5276 0.0666
C -1.8150 -0.3681 -1.1465
C 2.6052 -0.0163 0.6639
C -0.3265 0.2210 0.6927
N 1.7091 0.5899 -0.1840
N 0.5378 0.6928 -0.4128
O 3.5509 0.5475 1.0848
O -2.1589 -0.0724 -2.3457
H -1.7767 -1.4317 0.7437
H 2.3695 -1.0936 0.5378
H -0.6798 1.1436 1.2288
H 0.2322 -0.4020 1.4289
H -2.7306 0.7167 -2.3581

The orbital gap (alpha / beta) is 6.767 / 6.766 eV. As for the charge: +1.


Which one is most stable, and which one is least stable? arrangement ii is the most stable of them, while arrangement i is the least stable.


Arrangement i

# C9H9N3OS

C9H9N3OS as an isolated structure (the ωB97M-V functional and the def2-TZVPD basis, OMol25).

Atoms and positions in Å:
C 2.0363 -2.4601 -0.5295
C 1.5578 -2.0896 -1.7687
C 1.7983 -1.6261 0.5637
C 0.9326 0.0398 -0.7683
C 0.3182 1.1963 -1.0248
C 0.9805 -0.8628 -1.9762
C -1.9407 0.8065 2.0432
C -0.4218 0.8064 1.9423
C -1.9989 1.8708 1.0235
N 1.3200 -0.4083 0.4447
N 0.4293 -0.3525 -3.0397
N -0.5289 1.9156 1.0793
O -0.3854 1.9308 -3.7834
S -0.4374 0.9553 -2.7147
H 2.2366 -3.5664 -0.5787
H 1.6478 -2.6946 -2.6696
H 2.0081 -1.9042 1.5507
H -2.3808 -0.2008 1.8464
H -2.3260 1.1760 2.9077
H 0.1558 1.0775 2.7103
H -0.0620 -0.1030 1.4383
H -2.5340 1.6435 0.0560
H -2.4054 2.8500 1.2475

The orbital gap (alpha / beta) is 7.112 / 7.009 eV. As for the charge: 0.


Arrangement ii

# C9H9N3OS

One molecule with the formula C9H9N3OS (the ωB97M-V functional and the def2-TZVPD basis, OMol25).

Atoms and positions in Å:
C 2.4141 0.0185 0.1325
C -2.3927 -0.1342 -0.9245
C 1.2394 -0.2180 -0.2667
C 0.8491 -1.5035 1.6543
C -1.3371 -0.7938 1.2381
C -1.1424 -0.5841 -0.3784
C 0.0086 0.4099 -0.6587
C 0.0177 0.6946 -2.2288
C -0.3144 1.7162 0.1109
N -3.3411 0.0991 -1.5278
N 3.4128 -0.6236 0.5977
N -0.4476 -1.7435 1.7190
O -2.1411 -0.2928 2.0143
S 2.2157 -1.8465 2.3030
H -0.9236 -1.6231 -0.8020
H -0.1352 -0.2293 -2.7203
H 0.7857 1.3600 -2.5639
H -0.9076 1.2129 -2.2852
H -1.0134 2.3989 -0.4345
H 0.5769 2.2825 0.2246
H -0.7564 1.4947 1.1334
H 4.0787 -0.0789 1.0758
H -0.7461 -2.0161 2.5870

The orbital gap (alpha / beta) is 8.102 / 8.101 eV. As for the charge: 0.


Which one is most stable, and which one is least stable? arrangement ii is the most stable of them, while arrangement i is the least stable.


Arrangement i

# C7H10NO

C7H10NO as an isolated structure (the ωB97M-V functional and the def2-TZVPD basis, OMol25).

Atoms and positions in Å:
C 0.0966 0.3292 0.0610
C -1.1752 0.8476 0.0419
C 1.2503 1.1334 0.3555
C -1.4547 2.2838 0.2825
C 0.3305 -1.1220 -0.2101
C -2.3495 -0.0144 -0.2412
C 2.7451 0.7159 0.4545
N 1.6401 2.2593 0.6386
O -0.5539 3.0624 0.5325
H -2.4993 2.6027 0.2213
H -0.0117 -1.7175 0.6377
H 1.3770 -1.3486 -0.3815
H -0.2391 -1.4406 -1.0799
H -3.2748 0.4719 0.0614
H -2.2748 -0.9777 0.2591
H -2.4162 -0.2148 -1.3144
H 3.4123 1.5551 0.7332
H 3.0673 0.3849 -0.5343
H 2.8229 -0.0210 1.2554

The orbital gap is 8.961 eV. As for the charge: +1.


Arrangement ii

# C7H10NO

An isolated ion of composition C7H10NO and charge +1 (the ωB97M-V functional and the def2-TZVPD basis, OMol25).

Atoms and positions in Å:
C 0.0788 -0.2102 0.0469
C 1.2595 0.4883 -0.1757
C 0.1541 -1.4868 -0.5601
C 2.2284 -0.1611 -0.9564
C -1.0309 0.1948 0.8506
C 1.5101 1.9072 0.2340
C -0.9492 -2.4916 -0.4532
N 1.1280 -1.8438 -1.3720
O 2.2805 -1.2375 -1.5680
H 3.1768 0.4435 -1.0294
H -0.8455 1.2353 1.2393
H -1.1801 -0.2302 1.9452
H -2.0089 0.0576 0.2144
H 1.7812 2.1083 1.2388
H 0.4847 2.4969 0.0272
H 2.3725 2.1565 -0.3975
H -0.6818 -3.3169 0.2894
H -0.9735 -3.0422 -1.3383
H -1.8993 -2.0922 -0.2074

The orbital gap is 9.515 eV. As for the charge: +1.


Which one is most stable, and which one is least stable? arrangement i is the most stable of them, while arrangement ii is the least stable.


Arrangement i

# C7H16FN2

C7H16FN2 as an isolated structure (the ωB97M-V functional and the def2-TZVPD basis, OMol25).

Atoms and positions in Å:
C -0.4138 -1.4301 0.7629
C -1.3494 -0.2626 0.5405
C 3.1978 0.5253 -0.3983
C -3.6643 -0.2551 0.6397
C 0.1140 -0.3501 -1.4324
C 2.3246 0.0361 0.7991
C 0.9366 0.6916 0.5935
N -2.4375 0.2295 0.2075
N -0.0614 -0.2169 0.0115
F -1.1427 1.8232 -1.0134
H 0.0938 -1.6025 1.5971
H -0.4542 -2.1975 0.0603
H 3.1292 1.7104 -0.3141
H 4.2054 0.2300 -0.5048
H 2.6702 0.2193 -1.2209
H -3.7990 -1.2327 1.1287
H -3.9976 0.4501 1.4041
H -4.2930 -0.0641 -0.2374
H 0.2097 0.6063 -1.7958
H 0.9650 -1.0244 -1.7231
H -0.7808 -0.8308 -1.7830
H 2.8017 0.4487 1.7457
H 2.1734 -1.0559 0.7846
H 0.6174 0.9074 1.5447
H 0.9281 1.5890 -0.0256
H -1.9732 1.0556 -1.3710

The orbital gap is 10.717 eV. As for the charge: +1.


Arrangement ii

# C7H16FN2

A 2-piece molecular cluster, C7H16FN2 overall (the ωB97M-V functional and the def2-TZVPD basis, OMol25).

Atoms and positions in Å:
C 0.1973 -1.1187 0.3397
C -2.9405 -0.5424 1.1145
C 4.2081 -0.8120 -1.0627
C -2.0486 -1.2920 3.3058
C -0.0248 0.7346 -0.9326
C 2.9256 -0.1462 -1.2584
C 2.1505 0.2622 0.0178
N -3.0541 -0.8527 2.3623
N 0.7523 -0.1281 -0.2083
F -4.0841 -0.2872 0.4836
H 0.7159 -1.6409 1.0193
H -0.8339 -1.2084 0.3217
H 4.8044 -0.3544 -0.3035
H 3.9946 -1.8014 -0.8553
H 4.7304 -0.7064 -2.1059
H -1.0997 -0.7638 3.1981
H -2.4271 -1.2254 4.3300
H -1.8558 -2.3745 3.0577
H -1.0390 0.3189 -1.0370
H -0.3380 1.7104 -0.4125
H 0.3738 1.0479 -1.8641
H 2.3714 -0.7950 -1.8471
H 3.1173 0.7410 -2.0157
H 2.5919 -0.4547 0.7581
H 2.2324 1.3362 0.3549
H -4.0010 -0.8835 2.6973

The orbital gap is 8.249 eV. As for the charge: +1.


Which one is most stable, and which one is least stable? arrangement ii is the most stable of them, while arrangement i is the least stable.